# 1
C18H17N5O6 | wB97M-V/def2-TZVPD

Geometry as XYZ:
```
46
Properties=species:S:1:pos:R:3:forces:R:3:mulliken_charge:R:1
C 5.99854 0.90767 -0.28486 0.2 0.1 -0.1 -0.99
O 4.92707 0.33110 0.41774 -0.2 -0.2 0.2 -0.33
C 4.34954 -0.79208 -0.05890 -0.2 -0.3 -0.1 0.58
C 4.82181 -1.53737 -1.13497 0.2 0.3 0.1 -0.46
C 4.16919 -2.69518 -1.52565 -0.1 -0.1 0.0 -0.64
C 3.04459 -3.12833 -0.85106 0.0 -0.1 -0.1 -0.77
C 2.56076 -2.38365 0.21503 0.1 0.0 0.0 -0.44
C 3.19156 -1.22002 0.61503 0.0 0.2 0.2 0.45
C 2.64792 -0.36672 1.73781 0.0 -0.2 0.1 -1.02
N 2.32290 0.94050 1.23903 0.1 0.4 -0.1 -0.40
C 1.20468 1.28140 0.79590 0.1 -0.2 0.1 0.49
C 0.81139 2.56635 0.24262 -1.4 -1.1 0.0 -0.16
N 1.62631 3.68944 -0.00051 0.3 0.9 -0.3 0.94
O 1.06850 4.70725 -0.36931 -0.1 0.2 -0.1 -0.61
O 2.82357 3.57453 0.16749 0.1 -0.2 0.1 -0.57
N -0.45332 2.56212 -0.11564 0.7 0.6 0.1 -0.99
N -0.96212 1.40229 0.13105 1.0 -0.2 -0.3 1.01
C -2.30670 1.10108 -0.05806 -1.1 -0.2 0.0 0.86
C -3.06407 1.94774 -0.86922 0.2 -0.1 0.1 -0.73
C -4.39363 1.66544 -1.08450 -0.1 -0.3 0.2 -0.80
C -4.98854 0.55083 -0.49897 0.3 -0.1 0.1 0.39
C -4.23323 -0.26748 0.35212 -0.2 0.3 -0.2 0.46
C -2.88947 0.00446 0.56358 0.0 0.1 0.0 -0.55
O -4.78201 -1.33468 1.00479 0.4 0.0 -0.1 -0.44
C -6.19397 -1.32764 1.00415 -0.5 0.1 -0.3 -0.45
C -6.71693 -1.00049 -0.39307 0.1 -0.4 0.3 -0.46
O -6.29883 0.29191 -0.77865 0.0 0.3 0.0 -0.46
N -0.04252 0.56188 0.76885 0.0 0.2 0.6 -0.30
O -0.11653 -0.77722 0.45577 0.1 -0.1 -0.1 -0.35
H 6.88896 0.26919 -0.26033 -0.1 0.0 0.0 0.37
H 6.20653 1.84528 0.22690 0.0 -0.1 -0.1 0.25
H 5.72996 1.12052 -1.32403 0.0 0.0 0.0 0.40
H 5.70427 -1.22427 -1.67019 0.1 0.1 0.0 0.43
H 4.55184 -3.26145 -2.36180 0.0 0.0 -0.1 0.38
H 2.54319 -4.03702 -1.14717 0.0 -0.1 0.0 0.39
H 1.68387 -2.72250 0.74973 -0.1 0.0 0.1 0.54
H 3.43700 -0.20939 2.47855 -0.1 -0.2 0.0 0.40
H 1.79240 -0.86838 2.20787 0.1 0.0 0.0 0.53
H -2.59563 2.80857 -1.31581 0.0 0.1 -0.1 0.46
H -5.00039 2.29300 -1.71615 -0.1 0.1 -0.1 0.42
H -2.33260 -0.64281 1.21939 0.0 0.0 0.1 0.57
H -6.50797 -2.32166 1.32423 0.0 0.1 0.0 0.34
H -6.56337 -0.57600 1.71465 0.0 -0.1 0.0 0.29
H -7.80714 -0.99359 -0.41935 0.1 -0.1 0.0 0.34
H -6.33456 -1.74316 -1.10626 -0.1 0.1 0.1 0.29
H 0.47718 -0.99149 -0.28782 0.0 0.4 0.0 0.36
```
Positions in Å, forces in eV/Å.

Output
**Structure (SMILES)**: COc1ccccc1C/N=c1/c([N+](=O)[O-])nn(-c2ccc3c(c2)OCCO3)n1O
**2S+1**: 1
**Lowest unoccupied orbital energy**: -0.0212 hartree
**E_HOMO**: -0.289 Eh
**Calculated total energy**: -38669.6057 eV
**Gap between HOMO and LUMO**: 7.300 eV


# 2
C4H8O2 | wB97M-V/def2-TZVPD

Geometry as XYZ:
```
14
Properties=species:S:1:pos:R:3:forces:R:3:mulliken_charge:R:1
C -0.76347 0.13583 -1.10080 0.0 0.1 -0.2 -1.11
C 0.60576 -0.53715 -0.91463 0.1 0.0 -0.1 -0.24
C 1.12742 -0.37410 0.51842 0.1 0.0 -0.1 -0.47
O 0.00033 -0.50910 1.40579 -0.2 0.0 0.0 -0.32
C -0.74985 0.58533 1.57007 0.1 0.5 0.3 0.09
O -0.40064 1.72834 1.41214 -0.1 -0.6 0.4 -0.50
H -0.94412 0.44849 -2.12526 0.1 -0.3 -0.3 0.36
H -1.57669 -0.53861 -0.80371 0.1 0.2 0.0 0.27
H -0.82660 1.05739 -0.51973 -0.1 -0.3 -0.5 0.35
H 1.33454 -0.10019 -1.60457 0.0 -0.1 0.1 0.31
H 0.53592 -1.60440 -1.15575 0.0 0.2 0.0 0.26
H 1.82369 -1.16640 0.80608 -0.1 0.2 -0.1 0.29
H 1.60532 0.59647 0.67610 -0.1 -0.1 0.0 0.32
H -1.77161 0.27810 1.83584 0.1 0.1 0.3 0.38
```
Positions in Å, forces in eV/Å.

Output
**Structure (SMILES)**: CCCOC=O
**2S+1**: 1
**Lowest unoccupied orbital energy**: 0.0369 hartree
**E_HOMO**: -0.391 Eh
**Calculated total energy**: -8372.2736 eV
**Energy above the lowest of the compared OMol25 structures with the same formula, charge and spin**: 97.27 kJ/mol
**Gap between HOMO and LUMO**: 11.655 eV


# 3
C18H34F3O20P | wB97M-V/def2-TZVPD

Geometry as XYZ:
```
76
Properties=species:S:1:pos:R:3:forces:R:3:mulliken_charge:R:1
O -1.58264 -0.95926 -1.21798 2.1 -1.9 -2.8 -0.48
C -2.25900 -0.64096 -0.34792 -1.5 1.5 2.2 0.11
O -2.86248 -1.57344 0.49080 0.1 0.5 0.3 -0.41
C -2.23223 -1.55638 1.77770 -1.0 -0.4 -0.6 0.07
C -3.23062 -0.99202 2.80778 0.8 -0.3 -0.4 0.74
F -2.81908 -1.26266 4.04443 0.4 0.1 0.6 -0.26
F -3.28392 0.32787 2.65134 -0.1 0.6 0.1 -0.26
F -4.44683 -1.46677 2.68659 -0.7 -0.4 -0.3 -0.27
P -1.54857 -3.23965 2.17368 1.8 -0.9 0.2 0.75
O -0.14902 -3.08230 2.58905 0.1 0.3 0.5 -0.59
O -1.57691 -4.14682 0.83902 -1.0 0.6 1.1 -0.50
O -2.35560 -4.00530 3.33874 -0.4 0.4 -0.9 -0.52
H -2.39131 0.44489 -0.16966 -0.6 -0.4 0.7 0.44
H -1.37487 -0.86570 1.73446 0.0 -0.5 0.5 0.36
H -0.96778 -4.87361 1.06345 -0.1 0.1 -0.3 0.36
H -1.82572 -3.94640 4.14992 -0.1 0.0 -0.2 0.35
C 2.13068 -1.67538 1.52900 0.0 -0.2 -0.2 -0.36
O 2.99807 -0.58182 1.85748 0.1 0.1 -0.1 -0.28
C 2.58145 0.59616 1.39823 0.1 -0.1 0.1 0.77
O 1.57499 0.79357 0.76271 0.0 0.0 0.1 -0.54
O 3.46913 1.52483 1.76509 0.0 0.0 0.0 -0.34
C 3.14542 2.84849 1.33716 0.0 0.3 -0.1 -0.60
H 2.56176 -2.57845 1.95283 0.1 0.2 0.1 0.06
H 1.15035 -1.52886 1.96168 0.1 0.1 -0.1 0.19
H 2.05966 -1.79748 0.44757 -0.1 0.1 0.0 0.31
H 2.19935 3.17192 1.76972 0.0 -0.1 -0.1 0.27
H 3.10862 2.90328 0.24957 -0.1 -0.1 0.0 0.31
H 3.93295 3.50913 1.69157 0.1 -0.2 0.1 0.21
C 3.41166 -8.12606 4.61971 -0.1 -0.3 0.0 -0.62
O 4.26944 -7.03350 4.94610 0.0 0.1 0.0 -0.34
C 3.85319 -5.85107 4.48239 0.1 0.0 0.1 0.79
O 2.85380 -5.65621 3.84041 0.1 0.0 0.0 -0.54
O 4.73975 -4.92607 4.85567 0.0 -0.1 0.0 -0.31
C 4.42315 -3.60045 4.42725 0.0 0.4 0.0 -0.58
H 3.85331 -9.02268 5.04793 0.2 0.2 0.1 0.22
H 2.42230 -7.98150 5.05261 0.0 0.1 -0.1 0.29
H 3.34157 -8.25114 3.53967 -0.1 0.1 0.0 0.29
H 3.47559 -3.27278 4.85368 -0.1 -0.1 -0.1 0.30
H 4.39384 -3.54317 3.33993 -0.1 -0.1 0.0 0.22
H 5.21092 -2.94390 4.78817 0.1 -0.2 0.1 0.28
C 0.55671 6.24121 5.05933 -0.2 -0.1 0.2 -0.64
O 1.48911 6.16245 3.98062 0.1 0.0 -0.1 -0.25
C 1.99340 7.34105 3.60415 0.0 -0.1 0.0 0.74
O 1.72896 8.41026 4.08733 0.0 -0.1 0.0 -0.54
O 2.84311 7.12335 2.59651 0.0 -0.1 0.0 -0.26
C 3.46426 8.30368 2.08666 0.2 0.2 -0.2 -0.64
H 0.22140 5.22874 5.27101 0.1 0.0 -0.2 0.21
H 1.03341 6.64637 5.95112 0.0 0.1 -0.1 0.29
H -0.30564 6.84502 4.77918 0.1 0.1 0.0 0.29
H 4.05755 8.79097 2.85946 -0.1 0.1 0.0 0.30
H 2.71815 8.98957 1.68723 0.0 0.0 0.1 0.29
H 4.12538 7.99739 1.27948 -0.1 -0.2 0.1 0.21
C -1.43279 0.24424 -3.87019 -0.1 -0.3 0.2 -0.32
O -0.93602 1.53054 -4.26309 0.0 0.1 -0.1 -0.34
C -1.71498 2.54720 -3.90528 0.1 -0.1 0.0 0.82
O -2.75596 2.46670 -3.30204 0.1 0.1 0.0 -0.55
O -1.14333 3.67981 -4.33001 0.0 0.0 0.0 -0.34
C -1.87675 4.86150 -4.01158 -0.1 0.3 0.0 -0.64
H -0.72177 -0.50435 -4.21136 0.1 0.2 -0.1 0.26
H -1.51399 0.17475 -2.78439 0.0 0.2 -0.6 0.14
H -2.39619 0.04506 -4.34108 0.0 0.1 0.1 0.28
H -1.97180 4.97675 -2.93230 -0.1 -0.1 0.0 0.29
H -2.85951 4.84358 -4.48172 0.0 -0.1 0.1 0.29
H -1.31584 5.70589 -4.40539 0.1 -0.2 -0.1 0.23
C -4.29162 -4.24390 -7.79053 -0.1 -0.3 0.0 -0.64
O -3.39497 -3.17172 -7.50074 0.0 0.1 0.0 -0.30
C -3.79467 -1.98299 -7.96088 0.1 0.0 0.1 0.78
O -4.80808 -1.76603 -8.57218 0.1 0.0 0.0 -0.54
O -2.87257 -1.07797 -7.62334 0.0 -0.1 0.0 -0.29
C -3.17020 0.25040 -8.05418 0.0 0.4 0.0 -0.70
H -3.86019 -5.14860 -7.36892 0.2 0.2 0.1 0.22
H -5.26233 -4.06966 -7.32768 0.0 0.1 -0.1 0.29
H -4.39951 -4.37519 -8.86663 -0.1 0.1 0.0 0.29
H -4.09631 0.60323 -7.60134 -0.1 -0.1 -0.1 0.32
H -3.23305 0.29853 -9.14071 -0.1 -0.1 0.0 0.35
H -2.35772 0.89385 -7.72404 0.1 -0.2 0.1 0.21
```
Positions in Å, forces in eV/Å.

Output
**Structure (SMILES)**: O=CO[C@@H](C(F)(F)F)P(=O)(O)O.COC(=O)OC.COC(=O)OC.COC(=O)OC.COC(=O)OC.COC(=O)OC
**2S+1**: 1
**Lowest unoccupied orbital energy**: 0.0119 hartree
**E_HOMO**: -0.397 Eh
**Calculated total energy**: -77610.3527 eV
**Gap between HOMO and LUMO**: 11.113 eV


# 4
BrH3P2 | wB97M-V/def2-TZVPD

Geometry as XYZ:
```
6
Properties=species:S:1:pos:R:3:forces:R:3:mulliken_charge:R:1
P -0.34809 0.63004 -0.42719 -0.6 0.9 0.2 -0.10
P 1.44013 -0.48607 -0.02088 0.3 -0.4 2.3 0.05
Br 2.88202 1.14391 -0.29842 0.2 0.3 -0.1 -0.12
H -0.11898 0.70061 -1.80832 0.1 0.0 -0.3 0.10
H -1.11571 -0.52934 -0.55973 -0.3 -0.4 0.1 0.08
H 1.20977 -0.12688 2.33051 0.1 -0.4 -2.1 -0.01
```
Positions in Å, forces in eV/Å.

Output
**2S+1**: 1
**Lowest unoccupied orbital energy (alpha / beta)**: -0.0327 / -0.0464 hartree
**E_HOMO (alpha / beta)**: -0.316 / -0.339 Eh
**Calculated total energy**: -88665.7447 eV
**Energy above the lowest of the compared OMol25 structures with the same formula, charge and spin**: 251.63 kJ/mol
**Gap between HOMO and LUMO (alpha / beta)**: 7.710 / 7.970 eV